Entry 1:
Below is C7H14S in the gas phase in a non-equilibrium geometry, with properties calculated with ωB97M-V/def2-TZVPD.

The geometry in XYZ format:
```
22
C7H14S, DFT ωB97M-V/def2-TZVPD
C -2.419 -0.593 -0.087
C -1.007 -0.633 -0.688
C 0.081 0.130 0.013
C 0.289 -0.483 1.403
C -0.271 1.597 0.113
C 1.385 -0.296 -0.817
C 2.663 0.337 -0.445
S 4.061 -0.331 0.094
H -2.860 0.397 -0.020
H -2.304 -0.840 0.954
H -3.126 -1.288 -0.559
H -0.982 -0.277 -1.758
H -0.767 -1.730 -0.803
H 0.269 -1.568 1.354
H 1.285 -0.213 1.780
H -0.395 -0.157 2.138
H -0.475 2.021 -0.868
H -1.222 1.764 0.658
H 0.515 2.188 0.615
H 1.508 -1.396 -0.686
H 1.199 -0.076 -1.889
H 2.572 1.447 -0.503
```

The multiplicity is 1. The HOMO energy is -8.672 eV. The SMILES is CCC(C)(C)CC=S. Its HOMO-LUMO gap is 0.313 hartree. As for the energy above the lowest of the compared OMol25 structures with the same formula, charge and spin: 0.820 eV.

Taken from the Mulliken analysis, the atomic charges in e are:
1 C -1.301
2 C -0.762
3 C 1.813
4 C -1.850
5 C -1.853
6 C -0.649
7 C -0.428
8 S -0.189
9 H 0.310
10 H 0.349
11 H 0.368
12 H 0.347
13 H 0.332
14 H 0.404
15 H 0.423
16 H 0.466
17 H 0.382
18 H 0.402
19 H 0.443
20 H 0.388
21 H 0.376
22 H 0.230



Entry 2:
Below is C3H4O3 in the gas phase in a non-equilibrium geometry, with properties calculated with ωB97M-V/def2-TZVPD.

The geometry in XYZ format:
```
10
C3H4O3, DFT ωB97M-V/def2-TZVPD
C 0.055 1.544 0.146
C -0.340 0.108 -0.006
C 0.577 -1.114 -0.056
O 1.090 1.998 0.507
O -1.468 -0.075 -0.811
O -1.598 -0.278 0.568
H -0.690 2.272 -0.171
H 0.442 -1.743 0.941
H 1.640 -0.870 -0.175
H 0.293 -1.840 -0.943
```

The multiplicity is 3. The HOMO energy (spin up / spin down) is -7.238 / -9.925 eV. Its HOMO-LUMO gap (spin up / spin down) is 0.296 / 0.247 hartree. As for the energy above the lowest of the compared OMol25 structures with the same formula, charge and spin: 3.642 eV.

Taken from the Mulliken analysis, the atomic charges in e are:
1 C -0.531
2 C 1.164
3 C -0.970
4 O -0.250
5 O -0.333
6 O -0.303
7 H 0.392
8 H 0.251
9 H 0.315
10 H 0.265



Entry 3:
Below is a gas-phase ion, C11H10F3N2O4S (charge -1) in a non-equilibrium geometry, with properties calculated with ωB97M-V/def2-TZVPD.

The geometry in XYZ format:
```
31
C11H10F3N2O4S, DFT ωB97M-V/def2-TZVPD
C 3.234 -4.085 -1.071
C 1.981 -3.249 -1.122
C 1.647 -2.512 -2.260
C 0.562 -1.633 -2.271
C -0.193 -1.435 -1.110
S -1.548 -0.221 -1.086
O -1.551 0.253 -2.452
O -2.657 -1.009 -0.594
N -1.109 0.929 -0.005
C -1.827 2.108 0.001
O -2.466 2.668 -0.867
N -1.745 2.684 1.285
C -2.764 3.591 1.781
C -0.638 2.510 2.129
O -0.635 1.952 3.193
C 0.643 3.360 1.746
F 0.548 4.019 0.568
F 0.820 4.291 2.731
F 1.765 2.582 1.687
C 0.007 -2.305 -0.041
C 1.097 -3.172 -0.042
H 3.311 -4.584 -0.098
H 3.244 -4.846 -1.863
H 4.121 -3.450 -1.207
H 2.254 -2.629 -3.153
H 0.305 -1.094 -3.178
H -2.323 4.576 1.870
H -3.598 3.632 1.081
H -3.074 3.185 2.744
H -0.688 -2.300 0.788
H 1.280 -3.816 0.815
```

The multiplicity is 1. Its charge is -1. The HOMO energy is -5.139 eV. The SMILES is Cc1ccc([S@@](=O)([O-])=NC(=O)N(C)C(=O)C(F)(F)F)cc1. Its HOMO-LUMO gap is 0.297 hartree.

Taken from the Mulliken analysis, the atomic charges in e are:
1 C -1.280
2 C 0.795
3 C -0.400
4 C -0.350
5 C -0.172
6 S 1.204
7 O -0.700
8 O -0.718
9 N -0.361
10 C 0.496
11 O -0.673
12 N 0.213
13 C -1.056
14 C 0.227
15 O -0.536
16 C 0.829
17 F -0.256
18 F -0.262
19 F -0.264
20 C -0.552
21 C -0.547
22 H 0.329
23 H 0.304
24 H 0.292
25 H 0.332
26 H 0.455
27 H 0.315
28 H 0.350
29 H 0.336
30 H 0.408
31 H 0.240



Entry 4:
Below is a molecular structure, C11H34AgF3O9 in a non-equilibrium geometry, with properties calculated with ωB97M-V/def2-TZVPD.

The geometry in XYZ format:
```
58
C11H34AgF3O9, DFT ωB97M-V/def2-TZVPD
Ag -0.187 2.674 3.345
C -0.866 0.432 0.586
O 0.411 -0.035 0.341
O -0.887 1.314 1.543
C -1.661 0.808 -0.690
F -2.878 1.191 -0.311
F -1.102 1.832 -1.342
F -1.784 -0.204 -1.525
C 0.507 -1.429 -0.012
C 1.966 -1.811 -0.099
H 2.467 -1.485 -1.006
H 2.515 -1.471 0.780
H 2.024 -2.902 -0.062
H -0.012 -1.627 -0.948
H 0.041 -2.023 0.786
H -1.503 -0.399 1.024
C -4.097 -1.825 1.088
O -5.279 -2.182 1.770
H -4.095 -0.809 0.682
H -3.262 -1.884 1.816
H -3.877 -2.532 0.292
H -5.533 -1.453 2.342
C 0.754 -0.487 3.886
O 0.661 0.811 4.481
H 1.407 -0.422 3.019
H 1.232 -1.193 4.572
H -0.230 -0.879 3.630
H 0.552 0.735 5.433
C -2.411 -3.589 -1.971
O -3.302 -4.420 -1.266
H -1.731 -4.156 -2.619
H -3.002 -2.921 -2.589
H -1.780 -3.014 -1.280
H -2.828 -4.858 -0.555
C 0.463 2.442 -3.737
O 1.245 2.618 -4.900
H 1.066 2.831 -2.924
H -0.463 3.021 -3.780
H 0.251 1.386 -3.544
H 0.719 2.428 -5.681
C -2.356 5.056 -1.412
O -3.623 5.096 -2.059
H -1.564 5.253 -2.142
H -2.260 5.803 -0.621
H -2.169 4.066 -0.995
H -4.175 5.774 -1.665
C 3.678 1.798 -1.277
O 2.967 1.686 -0.016
H 3.457 2.739 -1.777
H 4.747 1.843 -1.051
H 3.515 0.929 -1.911
H 2.144 1.226 -0.231
C 4.830 -2.836 2.647
O 5.256 -2.283 1.412
H 5.152 -2.240 3.504
H 3.734 -2.855 2.662
H 5.153 -3.870 2.796
H 6.004 -1.700 1.562
```

The multiplicity is 2. Its charge is +1. The HOMO energy (spin up / spin down) is -12.305 / -12.305 eV. Its HOMO-LUMO gap (spin up / spin down) is 0.264 / 0.197 hartree. As for the energy above the lowest of the compared OMol25 structures with the same formula, charge and spin: 0.000 eV.

Taken from the Mulliken analysis, the atomic charges in e are:
1 Ag 0.770
2 C 0.363
3 O 0.146
4 O -0.191
5 C 0.724
6 F -0.258
7 F -0.136
8 F -0.200
9 C -0.214
10 C -1.307
11 H 0.287
12 H 0.222
13 H 0.445
14 H 0.181
15 H 0.360
16 H -0.232
17 C -0.238
18 O -0.533
19 H 0.113
20 H 0.152
21 H 0.208
22 H 0.320
23 C -0.344
24 O -0.459
25 H 0.011
26 H 0.371
27 H 0.243
28 H 0.276
29 C -0.226
30 O -0.535
31 H 0.376
32 H 0.252
33 H -0.166
34 H 0.310
35 C -0.380
36 O -0.536
37 H 0.112
38 H 0.275
39 H 0.206
40 H 0.299
41 C -0.265
42 O -0.511
43 H 0.191
44 H 0.346
45 H -0.073
46 H 0.302
47 C -0.640
48 O -0.485
49 H 0.270
50 H 0.282
51 H 0.249
52 H 0.253
53 C -0.457
54 O -0.485
55 H 0.294
56 H 0.117
57 H 0.249
58 H 0.299



Entry 5:
Below is C5H4O in the gas phase in a non-equilibrium geometry, with properties calculated with ωB97M-V/def2-TZVPD.

The geometry in XYZ format:
```
10
C5H4O, DFT ωB97M-V/def2-TZVPD
C 2.678 0.685 -0.742
C 1.507 0.393 -0.535
C 0.296 -0.312 -0.131
C -0.870 0.354 0.066
C -2.001 -0.508 0.594
O -3.095 -0.013 0.882
H 3.855 0.900 -0.787
H 0.464 -1.397 0.267
H -1.011 1.462 -0.078
H -1.823 -1.563 0.463
```

The multiplicity is 1. The HOMO energy is -9.766 eV. The SMILES is C#C/C=C/C=O. Its HOMO-LUMO gap is 0.344 hartree. As for the energy above the lowest of the compared OMol25 structures with the same formula, charge and spin: 2.142 eV.

Taken from the Mulliken analysis, the atomic charges in e are:
1 C 0.091
2 C -0.504
3 C -0.277
4 C 0.027
5 C -0.075
6 O -0.489
7 H 0.318
8 H 0.243
9 H 0.344
10 H 0.323



Entry 6:
Below is a gas-phase ion, C2H10N4 (charge +2) in a non-equilibrium geometry, with properties calculated with ωB97M-V/def2-TZVPD.

The geometry in XYZ format:
```
16
C2H10N4, DFT ωB97M-V/def2-TZVPD
C 0.499 1.568 0.376
N 0.127 0.152 0.269
N 0.034 -0.619 1.630
C -0.289 -0.466 -0.951
N -0.843 -1.691 -0.773
N 0.023 0.136 -2.118
H 0.394 1.922 1.467
H -0.173 2.254 -0.133
H 1.668 1.607 0.268
H -0.930 -0.715 2.030
H 0.618 -0.246 2.351
H 0.444 -1.587 1.547
H -1.184 -2.258 -1.489
H -1.526 -1.899 -0.013
H -0.161 -0.308 -2.969
H 0.614 0.941 -2.264
```

The multiplicity is 1. Its charge is +2. The HOMO energy is -19.945 eV. The SMILES is C[N+]([NH3+])=C(N)N. Its HOMO-LUMO gap is 0.416 hartree. As for the energy above the lowest of the compared OMol25 structures with the same formula, charge and spin: 1.577 eV.

Taken from the Mulliken analysis, the atomic charges in e are:
1 C -1.100
2 N 0.157
3 N -0.472
4 C 0.635
5 N -0.410
6 N -0.274
7 H 0.381
8 H 0.428
9 H 0.418
10 H 0.399
11 H 0.400
12 H 0.411
13 H 0.267
14 H 0.268
15 H 0.238
16 H 0.252



Entry 7:
Below is 2 unconnected molecules or ions with the total composition C2H2N2O3 in a non-equilibrium geometry, with properties calculated with ωB97M-V/def2-TZVPD.

The geometry in XYZ format:
```
9
C2H2N2O3, DFT ωB97M-V/def2-TZVPD
C -0.931 -0.244 -1.224
C -0.558 0.007 0.063
N -1.266 -0.452 -2.298
N -0.074 2.134 -0.756
O -0.939 2.896 -0.559
O 0.892 2.083 -1.460
O 0.578 -0.488 0.541
H -1.332 0.383 0.835
H 1.021 -0.779 -0.294
```

The multiplicity is 1. The HOMO energy (spin up / spin down) is -9.787 / -8.871 eV. Its HOMO-LUMO gap (spin up / spin down) is 0.323 / 0.280 hartree. As for the energy above the lowest of the compared OMol25 structures with the same formula, charge and spin: 5.503 eV.

Taken from the Mulliken analysis, the atomic charges in e are:
1 C 0.311
2 C -0.142
3 N -0.341
4 N 0.720
5 O -0.448
6 O -0.425
7 O -0.418
8 H 0.350
9 H 0.393